Entry 1:
A cluster of 2 separate species, C2H10N4P in total at a distorted geometry, computed with ωB97M-V/def2-TZVPD.

The geometry in ORCA input format:
```
! wB97M-V def2-TZVPD RIJCOSX def2/J DEFGRID3
* xyz 1 1
C 1.630 -1.822 2.469
C -0.895 1.421 0.651
N -0.888 -0.015 0.347
N 1.520 -0.265 -0.523
N -0.495 0.619 -2.254
N 0.714 -1.321 2.018
P 0.108 -0.406 -1.110
H 2.479 -2.288 2.900
H -1.307 1.980 -0.190
H 0.129 1.748 0.819
H -1.485 1.627 1.542
H 2.310 -0.362 -1.137
H 0.154 1.275 -2.666
H -1.238 0.330 -2.874
H -1.846 -0.366 0.286
H -0.543 -1.617 -1.383
H -0.347 -0.538 1.105
*
```

Properties
- ΔE to the lowest compared entry with this formula, charge and spin: 121.2 kJ/mol
- LUMO: -0.09742 hartree
- E: -642.3308 Eh
- Orbital gap: 11.180 eV

***

Entry 2:
A structure of composition C33H40F3IrN3PSSb, computed with ωB97M-V/def2-TZVPD.

The geometry in ORCA input format:
```
! wB97M-V def2-TZVPD RIJCOSX def2/J DEFGRID3
* xyz 3 1
Ir -0.585 -1.078 0.216
N -2.503 -1.259 1.343
N -3.616 -1.342 0.476
C -3.490 -1.189 -0.844
N -4.561 -1.266 -1.606
S -1.954 -0.882 -1.576
H -2.445 -2.137 1.863
H -2.700 -0.510 2.011
H -4.523 -1.461 0.910
H -5.486 -1.446 -1.241
H -4.472 -1.195 -2.610
F 0.988 3.022 6.336
C 0.633 2.667 5.116
C 0.531 3.640 4.135
C 0.162 3.258 2.856
C -0.092 1.913 2.569
C -0.002 0.958 3.582
C 0.363 1.329 4.864
Sb -0.799 1.494 0.646
C 0.068 2.864 -0.658
C 1.308 3.416 -0.332
C 1.882 4.360 -1.164
C 1.205 4.729 -2.317
F 1.752 5.626 -3.116
C -0.028 4.192 -2.661
C -0.597 3.253 -1.822
C -2.867 1.831 0.814
C -3.710 2.010 -0.285
C -5.060 2.252 -0.097
C -5.557 2.295 1.199
F -6.847 2.515 1.376
C -4.745 2.123 2.309
C -3.390 1.903 2.109
H 0.736 4.673 4.382
H 0.071 4.022 2.093
H -0.230 -0.086 3.401
H 0.438 0.611 5.670
H 1.830 3.136 0.575
H 2.834 4.820 -0.933
H -0.520 4.524 -3.565
H -1.560 2.839 -2.090
H -3.328 1.974 -1.298
H -5.730 2.430 -0.928
H -5.171 2.197 3.301
H -2.743 1.823 2.976
C 1.440 -1.693 1.664
C 2.476 -1.320 0.589
C 3.703 -2.216 0.749
C 2.883 0.147 0.717
P 1.415 -1.566 -0.913
C 1.178 -3.351 -1.058
C 2.228 -4.220 -1.367
C 2.011 -5.588 -1.402
C 0.756 -6.109 -1.110
C -0.293 -5.260 -0.792
C -0.081 -3.889 -0.780
C 1.985 -0.872 -2.531
C 1.715 0.630 -2.569
C 3.483 -1.144 -2.723
C 1.172 -1.566 -3.633
H 1.819 -1.492 2.672
H 1.137 -2.738 1.628
H 0.543 -0.960 1.717
H 4.200 -1.958 1.687
H 4.424 -2.061 -0.052
H 3.443 -3.272 0.791
H 3.267 0.334 1.722
H 2.047 0.826 0.542
H 3.673 0.401 0.011
H 3.218 -3.843 -1.582
H 2.826 -6.252 -1.656
H 0.595 -7.179 -1.137
H -1.274 -5.663 -0.578
H -0.942 -3.240 -0.603
H 2.272 1.177 -1.809
H 0.652 0.849 -2.452
H 2.024 1.010 -3.544
H 4.097 -0.659 -1.965
H 3.775 -0.731 -3.691
H 3.717 -2.207 -2.749
H 0.095 -1.440 -3.495
H 1.389 -2.630 -3.701
H 1.436 -1.106 -4.586
*
```

Properties
- ΔE to the lowest compared entry with this formula, charge and spin: 4.3 kJ/mol
- LUMO (alpha / beta): -0.36906 / -0.36904 hartree
- E: -2828.5469 Eh
- Orbital gap (alpha / beta): 6.892 / 6.893 eV

***

Entry 3:
The molecule C5H10OS at a distorted geometry, computed with ωB97M-V/def2-TZVPD.

The geometry in ORCA input format:
```
! wB97M-V def2-TZVPD RIJCOSX def2/J DEFGRID3
* xyz 0 1
C 0.794 -1.113 -2.191
S -0.700 -0.208 -2.192
C -1.145 -0.222 -0.399
C -0.131 -0.482 0.715
C 0.611 0.882 1.073
C -0.275 1.789 1.885
O -1.413 2.144 1.819
H 1.534 -1.159 -1.391
H 0.529 -2.184 -2.299
H 1.336 -0.781 -3.080
H -1.809 -1.101 -0.242
H -2.051 0.379 -0.223
H 0.545 -1.312 0.507
H -0.555 -0.780 1.676
H 1.544 0.717 1.591
H 0.799 1.254 0.057
H 0.387 2.177 2.693
*
```

Properties
- SMILES: CSCCCC=O
- ΔE to the lowest compared entry with this formula, charge and spin: 177.6 kJ/mol
- LUMO: 0.02798 hartree
- E: -669.8688 Eh
- Orbital gap: 9.176 eV

***

Entry 4:
A cluster of 2 separate species, C11H16Cl3FNO2S in total, computed with ωB97M-V/def2-TZVPD.

The geometry in ORCA input format:
```
! wB97M-V def2-TZVPD RIJCOSX def2/J DEFGRID3
* xyz 1 1
O 0.958 -2.644 1.521
S 1.992 -1.911 0.856
O 3.347 -2.071 1.256
Cl 1.853 -2.364 -1.121
C 1.564 -0.180 0.823
C 0.038 -0.015 0.945
C -0.504 1.244 0.249
C -1.908 1.034 -0.373
C -2.769 0.088 0.418
C -3.149 -1.127 -0.073
N -3.882 -1.982 0.666
C -4.284 -1.705 1.912
C -3.958 -0.509 2.472
C -3.197 0.376 1.718
F -2.856 1.531 2.250
H 2.116 0.299 1.630
H 1.890 0.195 -0.147
H -0.193 0.052 2.009
H -0.415 -0.919 0.541
H -0.588 2.040 0.992
H 0.175 1.626 -0.515
H -2.433 1.989 -0.438
H -1.794 0.655 -1.389
H -2.861 -1.452 -1.064
H -4.119 -2.880 0.263
H -4.865 -2.445 2.442
H -4.266 -0.258 3.478
Cl 2.211 1.109 -2.395
C 3.734 1.671 -3.153
C 4.933 1.149 -2.407
Cl 5.060 1.865 -0.782
H 3.707 2.757 -3.165
H 3.736 1.304 -4.177
H 5.839 1.408 -2.952
H 4.890 0.069 -2.291
*
```

Properties
- ΔE to the lowest compared entry with this formula, charge and spin: 0.0 kJ/mol
- LUMO: -0.16387 hartree
- E: -2512.3793 Eh
- Orbital gap: 8.452 eV

***

Entry 5:
A structure of composition C2H6IrO2 at a distorted geometry, computed with ωB97M-V/def2-TZVPD.

The geometry in ORCA input format:
```
! wB97M-V def2-TZVPD RIJCOSX def2/J DEFGRID3
* xyz 2 6
O -1.151 0.916 -0.109
O 0.311 0.185 1.365
H 1.209 0.259 1.706
Ir -1.466 0.986 1.845
H -1.264 1.478 -0.881
C 0.237 0.296 -0.048
C 0.286 -1.037 -0.735
H 0.974 1.022 -0.415
H -0.078 -1.833 -0.071
H -0.374 -1.022 -1.612
H 1.317 -1.250 -1.044
*
```

Properties
- LUMO (alpha / beta): -0.31879 / -0.53376 hartree
- E: -333.5919 Eh
- ⟨S²⟩: 8.75
- Orbital gap (alpha / beta): 10.591 / 8.149 eV

***

Entry 6:
A cluster of 2 separate species, Br2ClHSi in total at a distorted geometry, computed with ωB97M-V/def2-TZVPD.

The geometry in ORCA input format:
```
! wB97M-V def2-TZVPD RIJCOSX def2/J DEFGRID3
* xyz 0 1
Si 0.321 1.147 0.478
Cl 0.783 1.433 2.369
Br -0.721 2.812 -0.463
Br 3.682 0.501 -0.362
H -0.156 -0.096 -0.062
*
```

Properties
- ΔE to the lowest compared entry with this formula, charge and spin: 236.3 kJ/mol
- LUMO: -0.08979 hartree
- E: -5898.3325 Eh
- Orbital gap: 6.408 eV